1.
This record from the OMol25 dataset describes a molecular structure, C35H35N4O5Re. The level of theory is wB97M-V/def2-TZVPD.

The charge is +1. Its frontier orbital gap (spin up / spin down) is 6.8 / 6.6 eV. The calculation puts the energy relative to the best compared isomer or geometry (same formula, charge and spin) at 58.3 kcal/mol. The largest force on an atom comes out at 0.7 eV/Å. Its molar mass is 777.89 g/mol. Its total energy is -55184.9748 eV. The HOMO energy (spin up / spin down) is -10.02 / -9.72 eV. The spin multiplicity is 2.

Each line ends with the Löwdin spin population.
Geometry (Å):
Re: 0.421991 -1.189745 -0.084143  1.0669
C: -1.491691 -1.195913 3.636244  -0.0006
O: -0.889035 -2.521314 3.454328  0.0063
C: -0.129357 -2.429151 2.353570  -0.0040
N: -0.034308 -1.206703 1.853148  -0.0133
C: -0.624055 -0.250694 2.780951  0.0004
C: -1.274960 0.859108 2.001951  0.0023
C: -0.934692 2.131328 2.202438  0.0020
C: -1.599723 3.272843 1.500954  0.0004
C: -2.673774 3.531209 -0.391099  0.0013
C: -2.673752 2.097103 -0.945898  0.0020
C: -2.087505 0.478957 0.779904  0.0000
C: 0.680544 -3.405821 1.713763  -0.0519
C: 1.173157 -4.631802 2.181039  0.0015
C: 2.336759 -5.135452 1.639280  -0.0384
C: 3.090884 -4.353565 0.737533  -0.0011
C: 2.551272 -3.188172 0.265836  -0.0279
N: 1.266375 -2.826480 0.588624  -0.0744
C: 3.159425 -2.054961 -0.380930  0.0162
N: 2.453600 -0.958003 -0.479292  -0.0054
C: 3.285301 0.041031 -1.163144  0.0003
C: 4.675775 -0.624353 -1.136168  -0.0004
O: 4.403419 -2.020132 -0.822390  0.0112
C: 3.239019 1.400091 -0.514261  0.0023
C: 3.663859 2.507212 -1.241252  -0.0002
C: 3.660978 3.769727 -0.668085  0.0014
C: 3.220829 3.937700 0.637803  0.0000
C: 2.793068 2.837454 1.366436  0.0015
C: 2.805498 1.571864 0.794935  0.0073
H: -1.455262 -0.971613 4.697303  0.0000
H: -2.528255 -1.246384 3.298606  -0.0002
H: 0.168861 0.187747 3.394865  -0.0014
H: -0.201875 2.367074 2.968735  0.0001
H: -1.628937 4.103313 2.205511  0.0001
H: -3.275055 4.273210 -0.906713  0.0001
H: -3.260034 1.901032 -1.845938  0.0008
H: -2.506639 -0.522803 0.880256  -0.0001
H: 0.686553 -5.128081 3.010058  0.0008
H: 2.741143 -6.068423 2.003177  -0.0021
H: 4.095428 -4.640503 0.458188  0.0006
H: 2.925435 0.112168 -2.193869  -0.0005
H: 5.305591 -0.221874 -0.343166  0.0001
H: 5.200010 -0.597157 -2.086096  -0.0002
H: 3.990626 2.383803 -2.268075  0.0000
H: 3.999042 4.622660 -1.242033  0.0001
H: 3.216858 4.921950 1.087152  0.0000
H: 2.455592 2.963744 2.387335  0.0001
H: 2.472176 0.715519 1.368792  0.0056
C: -1.671311 -4.160757 -1.916580  -0.0001
C: -1.757945 -2.651504 -1.813141  0.0007
C: -3.125958 -2.100596 -2.153390  0.0003
O: -1.470518 -2.271436 -0.407604  0.0214
C: -0.682147 -2.007101 -2.718561  0.0040
O: -0.779956 -2.183153 -3.908365  0.0049
O: 0.243514 -1.302892 -2.128582  0.0368
H: -2.443057 -4.636192 -1.306180  0.0001
H: -0.686768 -4.517946 -1.605467  -0.0001
H: -1.822166 -4.449725 -2.954919  0.0000
H: -3.892091 -2.563284 -1.530045  0.0001
H: -3.338499 -2.307626 -3.200817  0.0000
H: -3.147007 -1.019534 -2.004702  0.0001
H: -1.467677 -3.078803 0.128766  0.0002
C: -4.571170 0.967579 0.430613  0.0000
C: -3.161249 1.515324 0.394509  0.0000
C: -3.018111 2.940144 1.003703  0.0001
C: -1.242721 3.916456 0.061245  0.0004
C: -0.171807 3.509230 -0.927737  0.0022
C: -0.252305 2.384814 -1.651015  0.0010
C: 0.619510 1.944793 -2.774606  0.0006
C: -1.297738 1.534419 -1.070981  0.0164
N: -1.056874 0.514722 -0.331857  0.0014
H: -5.282937 1.709089 0.064319  0.0000
H: -4.862580 0.704642 1.450192  0.0000
H: -4.661817 0.075042 -0.192787  0.0000
H: -3.842854 3.288200 1.621413  0.0000
H: -1.154426 4.988818 0.221639  0.0000
H: 0.638462 4.204348 -1.123882  0.0002
H: 1.357849 2.706370 -3.015410  0.0001
H: 0.018286 1.734739 -3.661727  0.0000
H: 1.113915 1.013066 -2.514208  0.0000

Atoms 1-3, force components in eV/Å:
Re -0.35 -0.03 -0.64
C 0.05 -0.06 0.01
O -0.02 0.06 -0.02

***

2.
This record from the OMol25 dataset describes 2 unconnected molecules or ions with the total composition C35H35NO5 at a distorted geometry. The level of theory is wB97M-V/def2-TZVPD.

The charge is 0. Its frontier orbital gap is 3.4 eV. The calculation puts the energy relative to the best compared isomer or geometry (same formula, charge and spin) at 0.0 kcal/mol. The largest force on an atom comes out at 1.5 eV/Å. Its molar mass is 549.67 g/mol. Its total energy is -48587.8555 eV. The HOMO energy is -5.86 eV. The spin multiplicity is 1.

Each line ends with the Mulliken charge.
Geometry (Å):
C: -3.900811 1.485822 4.302723  -0.9478
C: -3.745497 1.467356 2.814671  -0.3065
O: -3.468796 0.086971 2.493104  0.0033
C: -2.891876 -0.018637 1.283665  -0.1356
C: -2.458656 -1.372908 0.931150  1.0706
C: -2.131769 -2.342233 1.993581  0.1032
O: -2.132009 -3.556420 1.771393  -0.7747
O: -1.863158 -1.774678 3.199159  -0.2570
C: -1.129492 -2.561966 4.185076  -0.3024
C: -1.512675 -2.076315 5.555789  -1.0603
C: -2.322326 -1.688785 -0.441872  0.4011
C: -1.489627 -2.759903 -0.905601  -0.2320
C: -1.521850 -3.176855 -2.219048  -0.7858
C: -2.394544 -2.554917 -3.142346  0.9744
O: -2.558567 -3.194125 -4.330572  -0.4466
C: -3.363543 -2.578525 -5.360668  -0.8201
C: -3.055174 -1.361981 -2.775997  -0.7027
C: -3.018203 -0.949435 -1.455281  -0.7370
O: -2.733803 0.974795 0.564127  -0.7283
H: -4.223343 2.484604 4.613308  0.4001
H: -4.615554 0.728863 4.642282  0.0828
H: -2.928286 1.272379 4.765502  0.2455
H: -4.658175 1.781130 2.275241  0.2011
H: -2.890614 2.094256 2.516610  0.4128
H: -1.351482 -3.632446 4.070924  0.3331
H: -0.063972 -2.349580 4.014403  0.2947
H: -1.149547 -2.794363 6.299818  0.3911
H: -1.035092 -1.116229 5.773926  0.2833
H: -2.593973 -1.967834 5.697520  0.1906
H: -0.803358 -3.248747 -0.225811  0.4292
H: -0.920217 -4.002143 -2.592839  0.4329
H: -3.234713 -3.235366 -6.218981  0.2432
H: -4.417814 -2.542871 -5.057083  0.3167
H: -2.994879 -1.573076 -5.591701  0.3337
H: -3.604740 -0.777714 -3.515567  0.3659
H: -3.498120 -0.016226 -1.186224  0.4831
C: -3.642253 -8.907664 -0.406113  -0.9983
N: -4.898286 -8.185841 -0.384807  0.2381
C: -6.060302 -9.046161 -0.505323  -0.9973
C: -4.968249 -6.891789 0.147094  -0.1868
C: -4.490243 -5.782392 -0.602705  -0.9523
C: -4.747697 -4.493976 -0.173422  0.1476
C: -5.319448 -4.240080 1.094251  0.5308
C: -5.711273 -2.912523 1.489780  0.5096
C: -5.809823 -2.463738 2.854088  0.2461
C: -6.611971 -1.269424 2.885257  -0.1908
C: -7.019481 -0.722121 4.092148  -0.1667
C: -6.580166 -1.311888 5.284016  -0.8547
C: -5.755167 -2.455338 5.254531  -1.1396
C: -5.369613 -3.039488 4.042586  0.0644
C: -6.975058 -0.947117 1.514546  -0.1919
C: -6.399153 -1.954006 0.657231  0.5210
C: -6.770853 -1.998163 -0.691300  -0.1098
C: -7.651930 -1.018832 -1.179790  -0.9020
C: -8.205064 -0.037991 -0.335763  -0.8107
C: -7.871942 -0.008060 1.026199  -0.4196
C: -5.621274 -5.361959 1.911134  -0.8017
C: -5.510778 -6.655633 1.436125  -0.6899
H: -2.810587 -8.198601 -0.356469  0.3098
H: -3.564513 -9.601706 0.451675  0.2765
H: -3.565826 -9.497164 -1.330153  0.3231
H: -6.956620 -8.444282 -0.682368  0.2910
H: -5.914739 -9.722679 -1.359285  0.3287
H: -6.219510 -9.660917 0.394560  0.3293
H: -3.981211 -5.965405 -1.558351  0.5480
H: -4.483470 -3.643947 -0.802402  0.2939
H: -7.685015 0.142985 4.080984  0.3765
H: -6.878142 -0.894149 6.246539  0.3865
H: -5.417647 -2.897156 6.193146  0.4365
H: -4.720662 -3.918007 4.006806  0.7358
H: -6.402978 -2.797566 -1.333894  0.4924
H: -7.931177 -1.029119 -2.237195  0.4184
H: -8.913732 0.686588 -0.739562  0.3991
H: -8.304481 0.712758 1.717232  0.4361
H: -6.025459 -5.203318 2.910710  0.6202
H: -5.822982 -7.513257 2.044843  0.3968

Atoms 1-3, force components in eV/Å:
C 0.02 0.18 0.53
C -0.07 -0.17 0.16
O -0.01 0.72 -0.66